[1]
ORCA calculation (ωB97M-V/def2-TZVPD) on the ion C7H9BrClN2O with charge +1 at a distorted geometry.

As for the highest occupied orbital energy: -13.12 eV. The energy relative to the best compared isomer or geometry (same formula, charge and spin) comes out at 0.0 kJ/mol. As for the total charge: +1. For the maximum force, the calculation gives 0.098 hartree/bohr.

Positions of all 21 atoms, in Å:
C1 2.862 -1.906 0.270
C2 1.662 -2.531 0.310
C3 2.022 0.320 -0.284
C4 3.003 -0.510 -0.024
C5 0.401 -1.906 0.076
C6 -1.597 -0.079 -1.555
C7 -0.758 1.728 1.326
N1 0.272 -0.636 -0.142
N2 -0.810 0.097 -0.354
O1 -0.595 1.435 -0.056
Cl1 -1.007 -2.897 0.140
Br1 4.790 0.210 -0.084
H1 3.765 -2.461 0.480
H2 1.628 -3.586 0.537
H3 1.811 1.350 -0.445
H4 -1.074 0.300 -2.437
H5 -1.829 -1.133 -1.687
H6 -2.518 0.485 -1.419
H7 -1.784 1.543 1.648
H8 -0.533 2.788 1.411
H9 -0.060 1.152 1.939

Cartesian forces, eV/Å:
-0.633 -0.335 0.054
0.784 0.025 -0.033
-2.895 -2.007 0.264
0.753 0.353 -0.125
-1.066 0.181 -0.055
-0.008 0.204 -0.545
-0.196 -0.070 0.476
4.754 1.719 -0.249
-1.361 -0.040 1.047
0.445 -0.239 -0.853
0.329 0.236 0.028
-0.801 -0.212 0.014
-0.022 -0.030 0.043
-0.042 -0.044 -0.011
-0.200 0.368 -0.060
0.057 -0.005 0.015
0.007 0.038 0.051
0.055 -0.097 0.029
0.059 -0.040 -0.049
0.010 -0.035 -0.002
-0.030 0.031 -0.039

[2]
ORCA calculation (ωB97M-V/def2-TZVPD) on a cluster of 3 separate species, C5H15N2O in total at a distorted geometry.

As for the highest occupied orbital energy: -12.76 eV. The energy relative to the best compared isomer or geometry (same formula, charge and spin) comes out at 1018.8 kJ/mol. As for the total charge: +1. For the maximum force, the calculation gives 0.090 hartree/bohr.

Positions of all 23 atoms, in Å:
C1 0.182 -0.006 0.027
C2 1.485 -0.075 -0.716
C3 2.671 -0.550 0.216
C4 2.911 0.299 1.410
N1 -5.049 -0.887 -1.280
C5 -3.545 -0.821 -1.090
N2 -2.717 -0.397 -0.236
H1 -0.601 -0.013 -0.718
H2 -0.058 -0.944 0.550
H3 -0.075 0.949 0.476
H4 1.360 -0.722 -1.586
H5 1.782 0.875 -1.166
H6 2.063 1.184 1.348
H7 2.273 -1.555 0.441
H8 3.782 0.947 1.266
H9 3.054 -0.138 2.404
H10 -5.631 -0.053 -1.167
H11 -4.788 -1.373 -0.365
H12 -3.264 -1.299 -2.038
H13 -3.239 -0.251 0.631
H14 3.612 -0.629 -0.325
H15 1.949 3.050 1.324
O1 1.842 2.410 0.593

Cartesian forces, eV/Å:
-0.531 -0.383 -0.671
-0.119 0.716 -1.347
-1.262 -0.543 1.207
3.970 -1.756 -1.411
2.767 -1.228 2.533
-0.078 1.294 -4.447
-1.486 -1.243 0.486
-0.205 -0.224 -0.678
0.164 0.666 0.413
0.494 -0.309 0.938
0.437 -0.435 0.403
0.053 0.063 0.261
-1.932 3.561 -1.388
0.395 0.395 0.614
-0.251 0.045 -0.125
-1.522 0.360 0.281
0.709 0.005 0.844
-3.570 -0.158 -0.028
1.156 0.262 0.395
0.137 1.054 0.217
0.076 0.496 -0.506
0.059 -0.043 0.233
0.540 -2.595 1.775

[3]
ORCA calculation (ωB97M-V/def2-TZVPD) on a structure of composition C13H15CrN7S4 at a distorted geometry.

As for the highest occupied orbital energy (alpha / beta): -7.10 / -7.09 eV. Its multiplicity is 5. Its expectation value of S² is 6.09. The energy relative to the best compared isomer or geometry (same formula, charge and spin) comes out at 92.8 kJ/mol. As for the total charge: 0. For the maximum force, the calculation gives 0.038 hartree/bohr.

Positions of all 40 atoms, in Å:
Cr1 -0.123 -0.302 -1.000
C1 0.494 -1.817 2.962
C2 0.344 -1.546 1.502
N1 -0.254 -0.531 0.989
N2 -1.051 0.308 1.683
C3 -1.702 1.278 0.805
N3 -2.731 1.888 1.610
S1 -2.394 0.311 -0.618
C4 0.770 -2.514 0.492
C5 1.559 -3.618 0.767
C6 1.828 -4.526 -0.243
C7 1.264 -4.319 -1.490
C8 0.499 -3.186 -1.698
N4 0.273 -2.277 -0.749
H1 -0.125 -1.152 3.561
H2 1.536 -1.678 3.258
H3 0.210 -2.845 3.186
H4 -0.723 0.659 2.576
H5 -3.248 1.148 2.072
H6 -3.387 2.349 0.989
H7 1.976 -3.746 1.756
H8 2.461 -5.383 -0.059
H9 1.427 -5.011 -2.303
H10 0.072 -2.972 -2.667
S2 2.972 -0.797 -4.223
C9 1.873 -0.488 -3.033
S3 0.162 -0.421 -3.335
S4 2.291 -0.168 -1.387
N5 -1.360 4.377 1.319
C10 -0.947 3.779 0.184
C11 -0.605 2.295 0.255
N6 -0.121 1.749 -0.998
C12 0.141 2.571 -1.979
C13 -0.114 3.940 -1.920
N7 -0.691 4.526 -0.848
H11 -1.837 3.805 2.001
H12 -1.601 5.352 1.237
H13 0.220 2.241 0.985
H14 0.520 2.128 -2.890
H15 0.122 4.591 -2.750

Cartesian forces, eV/Å:
0.418 0.804 -1.725
-0.095 -0.010 -0.115
-0.103 0.341 0.241
0.230 -0.436 0.968
-0.167 0.202 0.396
-0.168 -0.345 -0.707
0.154 0.388 0.218
-0.054 0.092 0.255
0.115 -0.343 -0.463
-0.070 0.242 0.199
-0.092 -0.009 -0.280
0.149 -0.173 0.270
-0.132 0.184 -0.135
0.334 -1.193 0.401
-0.012 -0.023 -0.004
0.003 -0.007 0.032
0.020 -0.004 0.037
0.205 0.058 -0.093
0.001 -0.058 -0.080
-0.028 0.056 0.004
-0.025 -0.026 0.002
0.006 0.001 0.020
-0.019 0.018 -0.020
0.035 0.064 -0.011
-0.108 0.005 0.202
0.426 -0.027 -0.557
-0.395 -0.058 0.100
-0.361 -0.070 0.396
-0.179 -0.226 0.031
0.190 -0.275 -0.004
-0.296 0.136 0.148
0.007 0.752 0.259
0.105 -0.466 -0.061
-0.138 0.297 0.187
-0.012 0.126 -0.073
-0.013 0.031 0.036
0.012 -0.002 0.020
-0.007 0.052 -0.014
0.056 0.005 0.000
0.008 -0.104 -0.079

[4]
ORCA calculation (ωB97M-V/def2-TZVPD) on a cluster of 2 separate species, C4H12 in total.

As for the highest occupied orbital energy: -11.75 eV. The SMILES is CC.CC. The energy relative to the best compared isomer or geometry (same formula, charge and spin) comes out at 16.2 kJ/mol. As for the total charge: 0. For the maximum force, the calculation gives 0.019 hartree/bohr.

Positions of all 16 atoms, in Å:
C1 2.062 -0.581 -1.057
C2 2.009 -0.414 0.469
H1 2.362 -1.574 -1.402
H2 1.075 -0.365 -1.473
H3 2.729 0.141 -1.525
H4 1.560 -1.268 0.968
H5 1.383 0.465 0.671
H6 2.991 -0.158 0.873
C3 -1.988 1.235 0.343
C4 -2.106 -0.282 0.268
H7 -1.390 1.498 1.217
H8 -1.468 1.662 -0.519
H9 -2.941 1.764 0.371
H10 -1.196 -0.658 -0.205
H11 -2.954 -0.729 -0.260
H12 -2.128 -0.736 1.260

Cartesian forces, eV/Å:
-0.288 0.017 -0.066
-0.016 0.813 -0.566
0.008 0.062 0.204
-0.007 -0.216 -0.071
0.147 0.055 0.105
0.139 -0.073 0.102
0.035 -0.223 0.165
-0.050 -0.426 0.129
-0.096 0.277 -0.240
0.432 -0.528 0.028
-0.168 0.147 0.000
0.011 -0.230 -0.036
-0.063 -0.134 0.324
-0.077 -0.210 -0.010
0.029 0.542 -0.167
-0.036 0.128 0.099

[5]
ORCA calculation (ωB97M-V/def2-TZVPD) on a structure of composition C31H21CuN4O4S.

As for the highest occupied orbital energy: -0.44 eV. The energy relative to the best compared isomer or geometry (same formula, charge and spin) comes out at 0.0 kJ/mol. As for the total charge: -2. For the maximum force, the calculation gives 0.003 hartree/bohr.

Positions of all 62 atoms, in Å:
Cu1 0.699 -0.518 0.642
O1 3.496 3.142 1.096
S1 2.231 2.521 0.736
O2 1.160 2.622 1.694
N1 2.353 1.008 0.284
C1 3.378 0.565 -0.499
C2 4.446 1.298 -1.012
C3 5.442 0.699 -1.799
C4 5.431 -0.634 -2.105
C5 4.365 -1.428 -1.621
C6 4.261 -2.811 -1.893
C7 3.199 -3.522 -1.416
C8 2.216 -2.852 -0.660
N2 2.293 -1.573 -0.384
C9 3.343 -0.844 -0.839
C10 1.669 3.380 -0.725
C11 2.463 4.337 -1.338
C12 2.007 4.972 -2.487
C13 0.765 4.644 -3.014
C14 -0.023 3.683 -2.390
C15 0.423 3.046 -1.243
H1 4.530 2.345 -0.769
H2 6.250 1.325 -2.166
H3 6.209 -1.088 -2.709
H4 5.033 -3.287 -2.489
H5 3.091 -4.581 -1.618
H6 1.327 -3.359 -0.301
H7 3.423 4.580 -0.902
H8 2.623 5.721 -2.972
H9 0.412 5.137 -3.912
H10 -0.994 3.419 -2.793
H11 -0.197 2.298 -0.762
C16 0.556 -0.758 2.771
C17 -0.840 -0.740 2.891
C18 -1.632 -1.934 2.958
C19 -2.996 -1.904 3.068
C20 -3.704 -0.687 3.112
C21 -2.950 0.505 3.022
C22 -1.588 0.486 2.922
C23 -5.115 -0.663 3.230
N3 -6.270 -0.644 3.336
H12 1.072 -1.695 2.971
H13 1.100 0.151 3.009
H14 -1.123 -2.890 2.894
H15 -3.553 -2.835 3.108
H16 -3.472 1.456 3.022
H17 -1.039 1.415 2.819
O3 -0.913 -3.179 -0.205
C24 -1.565 -2.145 -0.279
N4 -1.086 -0.865 -0.328
C25 -2.138 0.003 -0.453
O4 -2.086 1.214 -0.594
C26 -3.428 -0.782 -0.416
C27 -4.747 -0.383 -0.406
C28 -5.718 -1.377 -0.305
C29 -5.360 -2.720 -0.230
C30 -4.020 -3.107 -0.244
C31 -3.072 -2.111 -0.330
H18 -5.008 0.667 -0.439
H19 -6.765 -1.103 -0.247
H20 -6.136 -3.470 -0.132
H21 -3.726 -4.146 -0.159

Cartesian forces, eV/Å:
0.148 0.043 -0.009
0.002 -0.002 0.006
-0.017 0.020 0.003
0.017 -0.001 -0.004
-0.041 -0.040 -0.004
0.004 0.003 0.001
-0.006 0.013 0.015
0.007 -0.012 -0.010
-0.002 0.012 0.004
0.004 -0.004 -0.009
0.002 -0.007 0.002
0.006 0.006 -0.004
0.007 0.008 -0.015
-0.050 0.010 0.008
-0.003 0.000 0.001
0.033 0.016 -0.006
-0.009 -0.004 0.006
-0.010 0.003 -0.004
0.010 0.004 -0.005
0.000 -0.001 0.000
-0.001 -0.014 -0.011
0.005 0.000 0.000
-0.002 0.005 0.002
-0.001 -0.007 -0.001
0.000 0.004 -0.001
-0.009 0.000 0.003
-0.003 -0.009 0.005
0.001 -0.002 0.001
0.001 0.000 0.001
-0.001 0.000 0.000
-0.002 0.000 0.004
-0.016 -0.007 0.008
-0.034 0.006 -0.002
-0.013 -0.010 0.042
0.009 0.009 -0.011
-0.014 0.005 -0.006
0.010 -0.012 -0.008
-0.009 0.006 0.019
0.007 -0.001 -0.005
-0.010 -0.009 -0.004
0.000 0.006 0.001
-0.012 -0.008 0.016
0.004 0.008 -0.017
0.003 -0.008 0.002
0.001 -0.004 -0.001
0.006 -0.001 -0.004
0.000 0.002 -0.004
0.007 -0.006 -0.010
0.003 0.006 0.019
-0.029 -0.049 -0.038
0.007 0.024 0.038
0.008 -0.004 -0.018
-0.005 0.008 -0.008
0.002 0.000 0.002
-0.004 0.005 0.005
0.012 -0.005 0.000
-0.010 -0.005 0.012
-0.009 -0.002 -0.005
-0.001 0.000 -0.001
-0.001 -0.001 -0.002
-0.007 0.002 -0.002
0.007 0.000 -0.002

[6]
ORCA calculation (ωB97M-V/def2-TZVPD) on a cluster of 2 separate species, C7H15NO in total.

As for the highest occupied orbital energy (alpha / beta): -6.83 / -6.83 eV. The energy relative to the best compared isomer or geometry (same formula, charge and spin) comes out at 615.7 kJ/mol. As for the total charge: 0. For the maximum force, the calculation gives 0.012 hartree/bohr.

Positions of all 24 atoms, in Å:
C1 -0.447 1.017 0.871
C2 1.025 -1.020 -0.941
C3 -1.358 1.239 -0.276
C4 -0.907 -0.052 -0.907
C5 0.773 1.866 0.960
C6 -1.078 0.487 2.114
C7 0.933 -1.924 -2.137
N1 1.135 -1.588 0.262
O1 1.218 -0.846 1.325
H1 0.701 -2.506 0.381
H2 1.598 -0.107 -1.042
H3 -2.423 1.300 -0.022
H4 -1.085 2.111 -0.872
H5 -0.769 0.008 -1.981
H6 -1.471 -0.923 -0.591
H7 -1.669 -0.409 1.912
H8 1.491 1.483 1.680
H9 1.270 1.960 -0.007
H10 0.465 2.882 1.254
H11 -0.347 0.245 2.880
H12 -1.784 1.247 2.494
H13 0.264 -2.768 -1.949
H14 1.915 -2.319 -2.409
H15 0.547 -1.383 -3.001

Cartesian forces, eV/Å:
-0.031 -0.364 -0.516
0.187 -0.282 0.527
-0.191 0.133 0.061
0.270 0.186 0.520
0.032 -0.004 -0.019
-0.021 -0.019 0.009
-0.074 -0.005 0.010
-0.219 0.189 -0.428
-0.117 0.056 -0.219
0.082 0.123 -0.014
-0.058 0.057 0.024
0.064 -0.001 0.013
0.023 -0.043 0.030
0.077 -0.004 0.030
-0.016 0.011 0.012
0.026 0.030 -0.027
-0.033 -0.012 -0.005
-0.036 -0.017 0.014
-0.016 -0.090 -0.022
0.002 0.015 -0.033
0.069 -0.037 -0.070
0.028 0.039 0.016
-0.055 0.049 0.043
0.008 -0.009 0.046